Record 1
The following is a DFT calculation (ωB97M-V/def2-TZVPD) of a single C5H4 molecule.

Properties
ΔE to the lowest compared entry with this formula, charge and spin = 1.363 eV
LUMO = 0.0028 Ha
HOMO = -9.43 eV
SMILES = C#CC#CC

Element x y z (Å)
C  0.3068  0.0408  -3.2503
C  0.2998  -0.0241  -2.0197
C  0.1315  -0.0679  -0.6746
C  -0.0685  -0.0908  0.5131
C  -0.0855  -0.1092  1.9576
H  -0.7635  0.1344  -3.4409
H  -0.7832  -0.8493  2.3555
H  -0.3228  0.8781  2.3606
H  0.9304  -0.3814  2.2587

Here are the natural (NBO) charges for atoms 1 to 2, given in e: C -0.31; C 0.00



Record 2
The following is a DFT calculation (ωB97M-V/def2-TZVPD) of 15 unconnected molecules or ions with the total composition C5H40NO15.

Properties
ΔE to the lowest compared entry with this formula, charge and spin = 0.000 eV
net charge = +2
LUMO (alpha / beta) = -0.2410 / -0.3755 Ha
spin multiplicity = 2
<S²> = 0.753
HOMO (alpha / beta) = -16.42 / -16.46 eV

Element x y z (Å)
C  0.5021  0.8859  -3.0758
O  -0.7605  1.5573  -3.0924
C  0.9420  0.4082  -1.6858
C  -0.2407  -0.3310  -1.0110
C  0.0519  -0.9044  0.2947
C  0.0803  -0.1815  1.4824
N  0.3121  -2.3150  0.3528
H  0.3728  0.0398  -3.7440
H  1.2393  1.5732  -3.4929
H  -0.7875  2.2862  -2.4531
H  1.2483  1.2430  -1.0695
H  1.8207  -0.2370  -1.7728
H  -1.0533  0.3649  -0.8725
H  -0.5904  -1.0914  -1.6916
H  -0.1269  0.8735  1.4637
H  0.2982  -0.6068  2.4595
H  1.3191  -2.4854  0.2219
H  -0.1687  -2.7952  -0.4199
H  0.0485  -2.7073  1.2882
H  -0.3013  3.3919  -0.5738
H  -1.3717  4.2548  -1.3641
O  -1.1029  3.3244  -1.1526
H  -2.8069  1.6967  1.5492
H  -3.2665  1.9142  2.9915
O  -2.5293  1.5660  2.4732
H  -2.4165  2.3712  -0.5092
H  -3.4423  1.2483  -0.8666
O  -3.1037  1.7838  -0.1229
H  0.1341  2.7595  3.7975
H  -0.8807  2.0684  2.8621
O  0.0705  2.3731  2.9221
H  -2.1742  0.6878  -2.7360
H  -3.6205  0.3728  -3.2162
O  -3.0236  0.2805  -2.4501
H  3.4112  -1.3612  1.9186
H  3.9859  -1.1890  3.3293
O  3.9227  -0.7577  2.4833
H  2.7366  0.7335  1.9722
H  1.2861  1.3244  2.0744
O  1.9588  1.0109  1.4292
H  0.4983  3.4263  1.3954
H  1.5843  2.7783  0.5157
O  0.9058  3.5026  0.5114
H  4.4254  -1.0594  -2.1330
H  4.5983  -2.4560  -1.5116
O  3.9485  -1.7998  -1.7640
H  2.0826  -0.5829  0.6202
H  2.9249  -1.5390  -0.3222
O  2.2605  -1.5288  0.4121
H  -2.8066  -1.1864  -1.6583
H  -3.4524  -2.5481  -1.2111
O  -2.7095  -1.9444  -1.0436
H  -2.8172  -1.2724  0.5824
H  -2.6680  -0.0758  1.6323
O  -2.8915  -1.0303  1.5518
H  1.7767  -4.0938  -2.3192
H  2.6309  -2.8678  -1.9133
O  1.7413  -3.2890  -1.7659
H  -1.7215  -2.0242  2.4230
H  -1.3276  -3.2387  3.3313
O  -0.9562  -2.6016  2.6735

Here are the natural (NBO) charges for atoms 1 to 2, given in e: C -0.07; O -0.76



Record 3
The following is a DFT calculation (ωB97M-V/def2-TZVPD) of 15 unconnected molecules or ions with the total composition C5H41N2O14.

Properties
ΔE to the lowest compared entry with this formula, charge and spin = 1.199 eV
net charge = +2
LUMO (alpha / beta) = -0.2596 / -0.4174 Ha
spin multiplicity = 2
<S²> = 0.755
HOMO (alpha / beta) = -16.13 / -15.93 eV

Element x y z (Å)
C  -3.1092  -0.0013  -1.3858
C  -1.6480  0.1160  -1.7392
C  -0.8021  0.6476  -0.5264
C  0.3589  -0.2087  -0.1554
C  0.5658  -0.9491  0.9830
N  1.3611  -0.4144  -1.2072
N  -1.5083  0.8517  -3.0090
H  -3.8732  0.6205  -1.8699
H  -3.3636  0.0959  -0.3212
H  -3.5607  -0.9793  -1.5989
H  -1.2565  -0.9028  -1.9418
H  -0.4663  1.6347  -0.8107
H  -1.3591  0.7638  0.4146
H  1.3724  -1.6866  0.9625
H  0.0549  -0.8770  1.9240
H  2.3127  -0.2991  -0.8313
H  1.1809  0.2596  -2.0486
H  1.2938  -1.4010  -1.6240
H  -2.3925  1.3004  -3.2034
H  -0.7689  1.5432  -3.0150
H  1.8657  -3.0427  -2.8780
H  0.7897  -3.4568  -1.8148
O  1.6647  -3.0270  -1.9281
H  -3.0837  2.1709  0.5911
H  -2.4990  2.3853  2.0656
O  -2.7729  1.7398  1.3978
H  -0.1735  0.8648  3.4159
H  0.4581  0.9103  2.0556
O  0.6020  1.2785  2.9336
H  3.2243  3.9084  -1.6308
H  2.2842  3.2460  -0.6508
O  2.3860  3.4399  -1.5898
H  -2.3308  0.2999  3.2903
H  -1.9522  1.3441  4.3936
O  -1.7322  0.4833  4.0388
H  -0.2510  2.7875  2.8718
H  -0.6665  4.2279  2.6319
O  -1.0466  3.3418  2.6269
H  -0.3031  -0.5502  -3.9726
H  -0.4986  -1.7260  -4.9455
O  0.1747  -1.2750  -4.4421
H  4.5562  -1.2646  0.7613
H  3.5321  -2.3035  0.2848
O  3.6551  -1.3659  0.4540
H  -1.9192  -2.6759  1.3670
H  -1.5455  -1.7567  0.2064
O  -1.9981  -1.7459  1.0580
H  2.0633  0.9477  -3.9416
H  2.1775  2.0937  -2.8792
O  1.7693  1.2269  -3.0721
H  1.2551  3.0445  1.3774
H  2.4996  2.1126  1.0241
O  1.8203  2.6941  0.6802
H  -2.0189  -2.3967  3.8275
H  -2.0254  -3.9673  3.9021
O  -1.7264  -3.1998  3.3839
H  -1.4098  -3.6124  -2.1768
H  -1.1152  -4.4965  -0.9694
O  -0.8667  -3.6559  -1.3716
H  2.8560  0.0088  2.6317
H  4.1092  0.6630  3.3863
O  3.8002  0.1849  2.6093

Here are the natural (NBO) charges for atoms 1 to 2, given in e: C -0.69; C -0.02



Q: What is the ΔE to the lowest compared entry with this formula, charge and spin in the third record?
A: 1.199 eV